Entry 1:
{
  "formula": "C23H68N10O11",
  "method": "ωB97M-V/def2-TZVPD",
  "elements": ["C", "O", "N", "N", "H", "H", "H", "H", "C", "O", "N", "N", "H", "H", "H", "H", "C", "O", "N", "N", "H", "H", "H", "H", "C", "O", "N", "N", "H", "H", "H", "H", "C", "O", "N", "N", "H", "H", "H", "H", "C", "C", "C", "O", "H", "H", "H", "H", "H", "H", "H", "H", "C", "C", "C", "O", "H", "H", "H", "H", "H", "H", "H", "H", "C", "C", "C", "O", "H", "H", "H", "H", "H", "H", "H", "H", "C", "C", "C", "O", "H", "H", "H", "H", "H", "H", "H", "H", "C", "C", "C", "O", "H", "H", "H", "H", "H", "H", "H", "H", "C", "C", "C", "O", "H", "H", "H", "H", "H", "H", "H", "H"],
  "coordinates": [[-4.05111, -1.62330, 2.89524], [-5.03311, -2.42430, 2.38824], [-3.81911, -1.45430, 4.12824], [-3.23111, -0.98630, 2.11824], [-4.30811, -2.08630, 4.84224], [-3.06711, -0.92530, 4.47024], [-3.41811, -1.20730, 1.12524], [-2.45911, -0.32730, 2.43324], [4.60689, 0.28470, -1.93176], [5.76989, 0.79170, -2.46776], [4.57289, -0.28530, -0.74876], [3.49389, 0.13670, -2.58976], [5.52089, -0.31130, -0.36076], [3.77989, -0.89530, -0.58276], [3.50389, 0.39470, -3.56576], [2.57189, -0.00330, -2.21076], [-1.16111, 0.47370, 4.13824], [-0.00711, -0.13330, 4.56724], [-2.13411, 0.74570, 4.94724], [-1.40611, 0.88770, 2.91224], [-2.16511, 0.39770, 5.95224], [-2.95811, 1.10070, 4.51624], [-0.48411, 0.84470, 2.39624], [-2.12511, 1.58370, 2.61824], [0.23689, -0.63030, -4.03776], [1.13989, 0.31670, -4.45576], [-0.40511, -1.50730, -4.79176], [0.03889, -0.82530, -2.79376], [-0.29711, -1.36330, -5.74176], [-0.90111, -2.24330, -4.39176], [0.59889, -0.27930, -2.14876], [-0.49511, -1.63130, -2.44876], [2.31189, 0.35570, 2.03624], [1.49289, 1.24870, 2.73724], [3.10389, 0.77170, 1.14824], [2.28989, -0.94430, 2.25324], [3.16989, 1.77470, 1.17324], [3.82789, 0.25270, 0.56724], [1.61289, -1.11630, 2.98924], [2.74989, -1.73730, 1.83524], [4.94789, -4.27030, 0.09024], [4.04389, -3.16330, 0.51024], [2.96289, -2.90330, -0.48776], [3.40989, -3.39930, 1.58124], [5.62789, -4.45730, 0.88224], [5.45089, -3.97430, -0.78876], [4.26189, -5.07630, -0.13476], [4.65389, -2.30230, 0.69924], [3.45589, -2.37330, -1.35276], [2.23489, -2.27930, -0.05076], [2.64989, -3.86130, -0.75076], [3.51489, -4.33430, 1.71024], [0.30589, -4.78130, -2.01676], [-1.03611, -4.15930, -1.64376], [-0.92411, -3.49030, -0.28276], [-1.39811, -3.27430, -2.44276], [0.63889, -5.52130, -1.28976], [0.99889, -4.01430, -2.26576], [0.03889, -5.33230, -2.93176], [-1.72811, -4.95930, -1.59776], [-1.83411, -2.95730, 0.00924], [-0.09311, -2.78730, -0.26676], [-0.83311, -4.31430, 0.41524], [-2.22411, -3.59730, -2.83176], [-4.39911, 0.75670, -1.63676], [-4.80711, -0.71630, -1.44176], [-4.01911, -1.51430, -2.50976], [-4.55411, -1.22230, -0.33276], [-4.72111, 1.13070, -2.57476], [-3.31211, 0.82270, -1.63476], [-4.80811, 1.35370, -0.84076], [-5.84711, -0.74530, -1.63376], [-2.97111, -1.25730, -2.41576], [-4.21411, -1.25030, -3.51376], [-4.08511, -2.57230, -2.32276], [-5.24711, -0.94430, 0.23424], [2.06189, 5.72170, 0.27024], [2.32889, 4.25070, 0.29924], [3.21389, 3.82770, -0.86176], [2.87689, 3.78370, 1.30124], [2.90789, 6.17070, 0.79124], [1.10889, 5.83870, 0.85024], [1.97289, 6.13370, -0.70876], [1.34889, 3.68770, 0.19524], [3.52889, 2.76470, -0.69076], [4.09089, 4.40070, -0.94976], [2.73089, 3.83370, -1.82176], [2.38789, 4.01170, 2.11624], [-1.07511, 3.98470, 1.48224], [-2.55111, 3.79870, 1.70424], [-3.22111, 3.31070, 0.41524], [-2.87411, 3.13170, 2.71024], [-0.68211, 3.05770, 1.00524], [-0.58611, 4.23470, 2.46024], [-0.89911, 4.83670, 0.85924], [-2.99411, 4.83370, 1.96124], [-3.10511, 2.25070, 0.12424], [-2.78211, 3.76870, -0.42676], [-4.29511, 3.55970, 0.36424], [-2.41411, 3.45170, 3.50724], [-0.19511, 1.99370, -1.43676], [0.20189, 0.91470, -0.42676], [-0.91811, 0.05170, 0.00224], [1.27189, 0.28570, -0.68376], [-0.79911, 1.64670, -2.23476], [0.66289, 2.44370, -1.94176], [-0.66811, 2.83570, -0.98276], [0.53889, 1.46470, 0.47724], [-1.73211, 0.66270, 0.31424], [-0.69611, -0.65530, 0.76424], [-1.32311, -0.54830, -0.83176], [1.96789, 0.58070, -0.03776]],
  "forces_ev_per_angstrom": [[-5.033, -4.586, -4.931], [3.768, 3.308, 2.295], [-2.258, -2.301, 7.169], [1.589, 1.308, -3.287], [0.937, 1.486, -1.809], [0.869, 0.314, 0.217], [0.610, 0.635, 0.808], [-1.239, -1.408, -0.741], [6.085, 2.483, -4.506], [-5.684, -2.328, 2.907], [1.797, -0.226, 2.181], [-1.244, 0.634, -2.712], [-0.780, -0.696, 0.263], [1.042, -0.375, -0.007], [-0.215, 0.185, 0.073], [0.121, 0.000, 0.317], [7.556, -2.851, 2.414], [-5.934, 2.308, -2.138], [-2.255, -0.165, 4.825], [2.746, 0.104, -3.142], [0.275, 0.807, -2.184], [-0.766, 0.321, 0.327], [-1.121, 0.455, 0.427], [0.856, -0.517, 0.814], [5.059, 4.042, -3.019], [-4.262, -4.036, 1.249], [0.383, 1.054, -1.191], [-0.319, -0.275, 4.272], [-0.053, -0.235, -2.047], [-0.782, -1.164, 0.414], [-0.242, -0.543, -0.311], [0.379, 0.714, -0.306], [-5.257, 1.984, 5.956], [3.587, -3.877, -3.589], [3.603, 2.610, -3.612], [-2.006, -0.488, 1.931], [0.334, 0.719, -0.220], [-1.111, 1.128, 1.438], [-0.004, -0.555, 0.086], [0.161, 0.449, 0.110], [-1.020, 0.327, -0.069], [2.767, 2.365, -5.382], [2.906, 1.829, -2.294], [-2.980, -2.662, 7.374], [0.762, -0.610, 0.613], [0.781, 0.031, -1.047], [0.297, -0.845, -0.034], [0.688, 0.985, -0.242], [-1.063, -0.923, 0.128], [-1.217, 0.552, 0.244], [-1.231, -1.276, -0.769], [-0.610, -0.736, 1.158], [-1.512, -1.226, -0.911], [4.026, -4.542, 7.129], [-0.519, -0.872, 0.739], [-3.869, 5.506, -7.606], [0.249, 0.284, 0.078], [0.827, 0.501, 0.004], [0.669, -0.025, -0.030], [-0.933, -1.081, 0.395], [-0.017, -0.013, -0.270], [0.183, -0.145, 0.161], [0.554, 0.203, 0.696], [0.177, 0.987, -0.375], [0.520, -0.732, 0.735], [0.267, 3.166, -9.078], [0.311, 0.433, 0.920], [2.206, -3.160, 7.028], [-0.519, 0.375, -0.936], [0.147, 0.133, 0.206], [-0.200, 0.415, 0.304], [-1.552, -0.234, -0.758], [0.393, 0.076, 0.410], [-0.814, 0.126, -1.146], [-0.402, -0.516, -0.087], [-0.753, -0.251, 1.919], [-0.821, 0.029, 1.813], [-4.610, 0.935, -8.982], [-0.618, -1.963, -0.238], [4.403, -2.575, 9.797], [-0.117, 0.450, 0.032], [0.851, 0.656, -0.412], [-0.219, 0.227, -0.687], [0.243, 0.715, -0.703], [-0.167, 0.840, -0.233], [1.243, 0.899, 0.127], [-0.430, 0.160, -0.427], [0.424, -0.485, -0.244], [0.671, -0.776, 0.813], [0.346, 6.988, -6.399], [-0.981, -0.591, 0.250], [-2.021, -5.803, 7.654], [0.235, 0.781, 0.674], [-0.100, -0.561, -0.703], [0.089, 0.342, -0.659], [0.643, -0.420, -1.350], [0.022, 0.231, 0.965], [0.601, 1.060, -0.911], [0.368, -0.243, 0.275], [-0.282, -0.173, -0.312], [0.876, 0.204, -0.369], [-4.395, 5.499, 3.315], [-1.407, -0.913, -1.498], [7.099, -4.410, -2.144], [-0.856, -0.543, -0.737], [0.355, -0.330, 0.193], [-0.636, 0.364, 0.483], [-1.273, 0.657, 0.156], [-0.740, 0.452, 0.401], [0.536, -0.419, 0.831], [0.124, 0.280, 0.193], [-0.168, -0.430, -0.913]],
  "mulliken_charge": [0.597, -0.785, -0.236, -0.030, 0.269, 0.125, -0.102, 0.454, 0.197, -0.792, 0.084, 0.117, 0.285, -0.959, 0.268, -0.394, 0.447, -0.766, -0.458, 0.485, 0.304, 0.251, -0.779, 0.441, 0.253, -0.793, -0.215, 0.899, 0.227, 0.123, -0.281, -0.078, 0.125, -0.728, -0.101, 0.039, 0.412, 0.361, 0.309, 0.180, -1.735, 0.209, -0.297, -0.586, 0.473, 0.408, 0.449, 0.196, 0.234, -0.464, 0.715, 0.442, -1.686, 0.036, -0.471, -0.565, 0.380, 0.389, 0.427, 0.734, 0.015, -0.509, 0.681, 0.328, -1.096, -0.059, -0.760, -0.476, 0.542, -0.170, 0.421, 0.623, -0.161, 0.449, 0.446, 0.297, -1.498, 2.072, -1.299, -0.617, 0.391, 0.289, 0.348, -0.858, -0.140, 0.523, 0.366, 0.374, -1.466, -0.073, -0.962, -0.530, 0.268, 0.314, 0.583, 0.223, -0.259, 0.417, 0.518, 0.405, -1.997, 1.623, 0.886, 0.857, 0.181, 0.275, 0.287, 0.228, -0.646, 0.919, -0.957, -0.661],
  "lumo_energy_ev": 0.2571,
  "homo_ev": -8.764,
  "max_force_ev_per_a": 11.0,
  "smiles": "NC(N)=O.NC(N)=O.NC(N)=O.NC(N)=O.NC(N)=O.CC(C)O.CC(C)O.CC(C)O.CC(C)O.CC(C)O.CC(C)O",
  "energy_ha": -2292.0818,
  "homo_lumo_gap_ev": 9.021,
  "e_above_lowest_ev": 13.013
}

Entry 2:
{
  "formula": "C4H10NS2",
  "method": "ωB97M-V/def2-TZVPD",
  "elements": ["C", "C", "C", "N", "H", "H", "H", "H", "H", "H", "C", "S", "S", "H", "H", "H", "H"],
  "coordinates": [[-0.86556, 2.18495, -0.75270], [-0.06987, 2.98772, -1.46709], [-3.11602, 1.26751, -0.40511], [-2.19345, 1.98493, -1.09765], [-0.54689, 1.60734, 0.09736], [-0.44810, 3.56138, -2.30197], [0.97772, 3.10265, -1.23439], [-4.13453, 1.30050, -0.74847], [-2.79082, 0.71736, 0.46152], [-2.53129, 2.49210, -1.89641], [0.33890, -0.33867, 1.66454], [0.40960, -1.50974, 0.27561], [2.30852, -2.32448, 0.55405], [0.69179, -0.82508, 2.57050], [-0.71895, -0.13739, 1.82783], [0.92385, 0.54796, 1.44535], [2.97563, -1.56242, -0.33878]],
  "forces_ev_per_angstrom": [[-0.613, 0.145, -0.839], [0.308, -0.023, 0.300], [-0.198, -0.269, 0.317], [0.455, 0.330, 0.010], [0.151, -0.016, 0.119], [-0.062, -0.045, -0.075], [-0.035, -0.030, 0.108], [0.000, -0.122, 0.097], [-0.122, -0.020, 0.008], [0.094, 0.089, -0.101], [-0.070, -0.536, -0.023], [0.529, -0.203, 0.300], [-0.422, 0.281, -0.325], [0.165, 0.014, -0.041], [-0.012, 0.316, -0.136], [-0.090, 0.149, 0.108], [-0.080, -0.060, 0.173]],
  "mulliken_spin": [-0.073, 0.179, 0.716, 0.150, -0.004, 0.002, 0.002, 0.011, 0.029, -0.020, 0.002, 0.004, 0.000, 0.000, 0.002, 0.000, 0.000],
  "lumo_energy_ev": [0.5655, 0.5384],
  "homo_ev": [-6.181, -8.948],
  "max_force_ev_per_a": 1.0,
  "energy_ha": -1009.4439,
  "multiplicity": 2,
  "homo_lumo_gap_ev": [6.747, 9.486]
}